Density functional theory data (ωB97M-V with the def2-TZVPD basis set) for a structure of composition C32H25N4O7S3Ta.

Last column: Löwdin charge in e.
Element x y z (Å)
1 Ta 0.152 -0.118 -0.092  1.552
2 S 0.781 -1.476 2.308  0.553
3 C 0.527 -3.066 1.671  -0.732
4 C 1.294 -4.177 2.043  -0.066
5 C 1.082 -5.430 1.488  -0.208
6 C 1.876 -6.548 1.953  -0.193
7 N 2.497 -7.437 2.339  0.124
8 C 0.089 -5.606 0.516  -0.209
9 C -0.693 -4.517 0.148  -0.068
10 C -0.514 -3.267 0.730  -0.688
11 S -1.599 -1.931 0.370  0.569
12 C -0.129 -6.889 -0.109  -0.196
13 N -0.321 -7.912 -0.602  0.121
14 H 2.075 -4.048 2.781  0.106
15 H -1.457 -4.641 -0.608  0.111
16 C -0.834 2.343 -6.457  -0.098
17 O -2.127 2.577 -5.935  -0.089
18 C -2.340 2.206 -4.638  -0.286
19 C -3.668 2.322 -4.191  -0.037
20 C -3.938 1.966 -2.896  -0.045
21 C -2.961 1.487 -2.005  -0.085
22 C -3.280 1.138 -0.628  -0.386
23 C -4.664 1.338 -0.038  0.001
24 O -2.437 0.683 0.127  -0.114
25 C -1.619 1.355 -2.465  -0.286
26 O -0.626 0.921 -1.776  -0.205
27 C -1.347 1.752 -3.809  0.064
28 H -0.890 2.564 -7.520  0.085
29 H -0.529 1.304 -6.314  0.093
30 H -0.093 2.998 -5.989  0.092
31 H -4.434 2.680 -4.864  0.102
32 H -4.960 2.056 -2.555  0.092
33 H -5.409 1.771 -0.700  0.050
34 H -4.553 1.979 0.837  0.083
35 H -5.011 0.365 0.311  0.090
36 H -0.321 1.676 -4.133  0.088
37 C 4.503 0.848 -6.413  -0.062
38 C 3.809 0.175 -5.259  -0.274
39 C 4.383 -0.915 -4.618  -0.042
40 C 3.748 -1.526 -3.544  -0.046
41 C 2.532 -1.030 -3.105  -0.262
42 C 1.938 0.057 -3.730  -0.032
43 C 2.579 0.648 -4.803  -0.023
44 S 1.674 -1.881 -1.811  0.595
45 O 2.109 -3.242 -1.939  -0.281
46 O 0.239 -1.581 -1.977  -0.430
47 N 1.920 -1.247 -0.368  -0.385
48 C 3.206 -0.596 -0.148  -0.176
49 C 3.100 0.807 -0.749  -0.674
50 O 4.125 1.457 -0.949  -0.004
51 O 1.891 1.166 -0.984  -0.149
52 H 5.454 0.365 -6.638  0.066
53 H 4.705 1.898 -6.187  0.079
54 H 3.887 0.822 -7.315  0.074
55 H 5.341 -1.293 -4.958  0.104
56 H 4.183 -2.388 -3.057  0.113
57 H 1.003 0.435 -3.344  0.077
58 H 2.124 1.507 -5.288  0.105
59 H 4.040 -1.151 -0.579  0.113
60 H 3.365 -0.514 0.929  0.102
61 N 0.152 1.178 1.142  -0.223
62 C 0.136 2.189 2.066  -0.352
63 C 1.328 2.694 2.599  -0.032
64 C 1.301 3.714 3.538  -0.118
65 C 0.093 4.257 3.966  -0.144
66 C -1.094 3.757 3.438  -0.122
67 C -1.078 2.735 2.501  -0.035
68 H 2.263 2.269 2.256  0.108
69 H 2.236 4.090 3.940  0.088
70 H 0.077 5.052 4.702  0.078
71 H -2.044 4.167 3.763  0.086
72 H -1.993 2.326 2.090  0.092

- Total charge: -2
- Relative energy (zero: lowest compared OMol25 entry of this formula, charge and spin): 30.49 kcal/mol
- E_LUMO: 3.92 eV